60
Properties=species:S:1:pos:R:3:nbo_charge:R:1 method="wB97M-V/def2-TZVPD" total_charge=+1 s_squared=2.03 homo_lumo_gap_ev="6.654 / 6.748" e_homo_ev="-9.946 / -10.212" spin_multiplicity=3
Mo -0.11684 0.31557 -0.50424 0.8925
C 0.72451 2.21658 1.91351 -0.2668
N 1.37806 1.17314 1.10700 -0.3939
C 2.56996 1.75671 0.46429 -0.2603
C 3.07365 0.84152 -0.60507 0.2167
C 4.41096 0.74629 -0.94322 -0.2394
C 4.77797 -0.13125 -1.95001 -0.1164
C 3.79857 -0.89353 -2.56434 -0.2432
C 2.48624 -0.74919 -2.15768 0.1079
N 2.12629 0.11567 -1.20111 -0.4576
C 1.73267 -0.00026 1.92884 -0.2839
C 0.46900 -0.63290 2.43581 0.2212
C 0.42916 -1.35121 3.61209 -0.2409
C -0.78608 -1.87366 4.03331 -0.1117
C -1.91352 -1.63810 3.27127 -0.2391
C -1.78676 -0.92300 2.09332 0.1237
N -0.61812 -0.43029 1.67390 -0.4889
C -0.05988 3.11256 1.00504 0.2225
C -0.32980 4.42830 1.33225 -0.2408
C -1.10129 5.18758 0.46869 -0.1142
C -1.56620 4.60132 -0.69602 -0.2440
C -1.24397 3.28407 -0.95860 0.0984
N -0.50067 2.54238 -0.12492 -0.4630
H 1.46408 2.78447 2.48663 0.2171
H 0.04489 1.74791 2.62425 0.2493
H 3.34598 1.95681 1.21042 0.2152
H 2.27839 2.71192 0.02104 0.2404
H 5.14546 1.34360 -0.42020 0.2341
H 5.81542 -0.22819 -2.24042 0.2377
H 4.04043 -1.60149 -3.34357 0.2429
H 1.68963 -1.33329 -2.59144 0.2402
H 2.38275 0.29020 2.76094 0.2155
H 2.27294 -0.71184 1.29979 0.2613
H 1.33302 -1.49381 4.18882 0.2358
H -0.84691 -2.44749 4.94818 0.2376
H -2.88240 -2.01804 3.55970 0.2441
H -2.64301 -0.75146 1.45835 0.2359
H 0.06222 4.84454 2.25042 0.2353
H -1.32984 6.21929 0.69967 0.2384
H -2.16985 5.15094 -1.40354 0.2428
H -1.58883 2.79244 -1.85564 0.2424
C -4.27388 0.67090 -2.79589 -0.6478
C -2.80644 0.62536 -2.46206 -0.1949
S -2.39089 0.02945 -0.87318 0.1220
C -1.82370 0.90981 -3.33168 -0.1778
C -2.05928 1.29045 -4.76566 -0.6507
S -0.15919 0.75782 -2.83271 0.0484
H -4.87840 0.40011 -1.93269 0.2336
H -4.51398 -0.02232 -3.60366 0.2324
H -4.57498 1.67078 -3.11465 0.2238
H -3.03281 1.76299 -4.89277 0.2265
H -2.03320 0.40531 -5.40559 0.2349
H -1.29402 1.97801 -5.12364 0.2296
Cl 2.27888 -3.51628 0.64343 -0.0374
C 0.77652 -3.94306 -0.23207 -0.3114
Cl 0.09288 -5.42916 0.39241 0.0382
C -0.21428 -2.76172 -0.15922 0.7647
O -1.34350 -2.89947 0.23736 -0.5867
O 0.35120 -1.67212 -0.58760 -0.7313
H 1.06669 -4.10719 -1.26581 0.2392

---

57
Properties=species:S:1:pos:R:3:nbo_charge:R:1 method="wB97M-V/def2-TZVPD" homo_lumo_gap_ev=8.981 e_homo_ev=-8.712 smiles="CCOC(=O)c1ccc(N2C(=O)C[C@H](N3CCC(O)(c4ccc(Cl)cc4)CC3)C2=O)cc1"
C 5.88058 4.57481 2.26758 -0.6342
C 4.39917 4.40725 2.57394 -0.0733
O 3.76522 3.54482 1.62951 -0.5069
C 3.87400 2.22846 1.84466 0.7816
O 4.44877 1.74723 2.79063 -0.5979
C 3.19750 1.42713 0.79249 -0.1656
C 2.57773 2.02050 -0.30368 -0.1671
C 1.96273 1.23712 -1.25984 -0.1640
C 1.97662 -0.14729 -1.12924 0.1339
N 1.33733 -0.94693 -2.11021 -0.5088
C 1.48731 -0.74942 -3.48120 0.7118
O 2.14600 0.11899 -3.98061 -0.5488
C 0.71807 -1.84883 -4.17590 -0.5202
C -0.19672 -2.43349 -3.09681 -0.1356
N -1.55618 -1.95708 -3.27123 -0.4333
C -2.61199 -2.74516 -2.67100 -0.2128
C -2.81074 -2.47112 -1.17656 -0.4494
C -3.09379 -0.97419 -0.94620 0.2114
O -4.31191 -0.61558 -1.57587 -0.7246
C -3.11978 -0.66009 0.54466 0.0411
C -4.20764 -0.01031 1.11250 -0.2232
C -4.23845 0.28681 2.46337 -0.2294
C -3.16220 -0.06505 3.25836 -0.0472
Cl -3.19045 0.29762 4.94923 0.0013
C -2.05855 -0.69872 2.71024 -0.2137
C -2.04135 -0.99164 1.35972 -0.2364
C -2.00210 -0.12228 -1.61754 -0.4298
C -1.79949 -0.54064 -3.07829 -0.2305
C 0.48363 -1.99057 -1.79836 0.7113
O 0.30253 -2.42700 -0.69035 -0.5841
C 2.59544 -0.74943 -0.03960 -0.2150
C 3.19872 0.04026 0.91804 -0.1457
H 6.31828 5.28451 2.96365 0.2168
H 6.39032 3.62004 2.37061 0.2240
H 6.01639 4.94078 1.25259 0.2101
H 4.26563 3.99232 3.57849 0.2004
H 3.86856 5.35798 2.48923 0.1892
H 2.57683 3.09437 -0.39933 0.2337
H 1.48107 1.69271 -2.11016 0.2265
H 1.43443 -2.58631 -4.54151 0.2509
H 0.16389 -1.46525 -5.03090 0.2580
H -0.23446 -3.52604 -3.12789 0.2314
H -2.40221 -3.80430 -2.83504 0.2008
H -3.53102 -2.48882 -3.20842 0.2042
H -1.92212 -2.77156 -0.62683 0.2396
H -3.65407 -3.05844 -0.80354 0.2061
H -5.00300 -1.20956 -1.26243 0.4693
H -5.03834 0.28572 0.48947 0.2235
H -5.08993 0.79020 2.89368 0.2256
H -1.21878 -0.95963 3.33472 0.2270
H -1.17130 -1.48166 0.95015 0.2362
H -1.07858 -0.21247 -1.04752 0.2098
H -2.32014 0.92056 -1.58618 0.2296
H -0.98293 0.03590 -3.51765 0.1981
H -2.71566 -0.30583 -3.62811 0.2176
H 2.59741 -1.82320 0.05595 0.2363
H 3.68553 -0.40191 1.77377 0.2401

---

Energy above the lowest of the compared OMol25 structures with the same formula, charge and spin? In order: 0.000; 0.000 eV.